# C5H16NO2

A 2-piece molecular cluster, C5H16NO2 overall in a non-equilibrium geometry (the ωB97M-V functional and the def2-TZVPD basis, the OMol25 dataset).

```
24
Properties=species:S:1:pos:R:3:forces:R:3:lowdin_charge:R:1
C 1.5422 2.6082 -0.2408 -3.185 0.887 0.151 -0.12
C 1.0198 1.2194 0.1116 -1.407 -2.274 -0.501 -0.30
C -0.5513 1.3596 0.3352 -0.511 1.334 -1.868 -0.21
C -1.5338 0.1940 0.2273 0.059 1.723 1.554 -0.24
C -1.2774 -0.6907 1.3841 -4.169 -3.820 0.502 -0.26
O -0.4315 -1.9010 1.1856 -2.989 -0.429 0.383 -0.16
N 1.2770 0.1852 -1.0992 -3.567 3.210 0.706 0.13
H 0.6917 3.3190 -0.0056 0.520 -0.713 0.440 0.08
H 1.5145 2.9082 -1.2867 1.313 -0.701 -0.118 0.06
H 2.2608 2.9408 0.4408 1.945 0.430 0.186 0.05
H 1.5395 0.6762 1.0211 -1.086 1.384 -1.839 0.16
H -1.0011 2.0803 -0.4455 1.326 -0.447 1.271 0.12
H -0.5681 1.7878 1.3301 -0.511 0.469 0.164 0.11
H -1.2917 -0.3024 -0.6312 0.384 -1.581 -2.410 0.04
H -2.6690 0.4580 0.0810 2.241 0.041 0.671 0.16
H -1.0247 -0.2923 2.3194 0.853 1.205 0.969 0.09
H -2.3832 -1.0988 1.6173 2.189 0.423 -0.157 0.14
H -1.1808 -2.5773 1.3411 2.316 0.953 -0.258 0.12
H 1.1155 0.6362 -2.0715 -0.124 -0.135 0.474 0.04
H 0.7227 -0.6700 -1.0691 -0.070 -0.627 0.072 0.05
H 2.2056 0.0303 -1.0314 4.272 -1.355 -0.096 0.01
H -0.5992 -2.7939 -2.0773 1.246 0.885 0.445 0.07
H -0.4119 -2.5717 -0.5573 1.647 0.898 -1.879 0.05
O 0.0494 -2.3452 -1.4588 -2.691 -1.762 1.139 -0.19
```
Positions in Å, forces in eV/Å.

E_tot, eV: -11023.7804
F_max, Eh/bohr: 0.1104
Total charge: 0
2S+1: 2
ΔE to the lowest compared entry with this formula, charge and spin, kJ/mol: 360.5
⟨S²⟩: 0.751
E_HOMO (alpha / beta), hartree: -0.098 / -0.405